{"formula": "C4H7N2", "method": "ωB97M-V/def2-TZVPD", "charge": 1, "e_lumo_ha": -0.136, "mol_weight_g_mol": 83.11, "gap_ha": 0.3854, "e_homo_ev": -14.18, "energy_ev": -7229.305, "elements": ["C", "C", "C", "C", "N", "N", "H", "H", "H", "H", "H", "H", "H"], "coordinates": [[1.163, 0.789, 0.171], [-0.075, 0.911, -0.673], [-0.945, -0.429, -0.545], [0.997, -0.443, -0.621], [-1.496, 0.605, 0.169], [0.031, -1.349, 0.068], [1.970, 1.427, -0.171], [1.032, 0.823, 1.251], [-0.224, 1.574, -1.507], [-1.451, -0.805, -1.428], [-1.383, 0.638, 1.178], [0.034, -1.367, 1.099], [0.032, -2.306, -0.299]]}